1.
Molecular formula: C8H16O2Si
Method: DFT, ωB97M-V/def2-TZVPD

## Properties
E_HOMO	-0.3374	Ha
ΔE to the lowest compared entry with this formula, charge and spin	82.63	kcal/mol
LUMO	0.03153	hartree
Kohn-Sham gap	10.0	eV
structure (SMILES)	C=C[Si@@H](CO)[C@H]1CCCCO1

Structure (ORCA input):
```
! RIJCOSX wB97M-V def2-TZVPD def2/J DEFGRID3
* xyz 0 1
C 3.71 -0.76 -0.58
C 2.96 -0.63 0.49
C -2.79 -0.12 1.05
C -3.07 -0.57 -0.41
C -1.42 0.48 1.19
C -1.87 -1.42 -0.89
C -0.35 -0.44 0.48
C 1.47 1.70 -0.82
O -0.69 -0.71 -0.82
O 2.73 2.48 -1.05
Si 1.45 0.48 0.66
H 4.54 -1.43 -0.55
H 3.62 -0.06 -1.39
H 3.35 -1.27 1.32
H -3.69 0.56 1.49
H -2.96 -1.00 1.72
H -4.00 -1.21 -0.47
H -3.18 0.33 -1.07
H -1.40 1.47 0.84
H -1.16 0.59 2.16
H -1.61 -2.39 -0.34
H -1.94 -1.56 -1.96
H -0.28 -1.31 1.06
H 1.29 1.09 -1.74
H 0.71 2.48 -0.57
H 3.26 1.99 -1.79
H 1.33 1.23 2.02
*
```

Mulliken atomic charges, in units of e: -0.6311 -0.1425 -0.7286 -0.5237 -1.1378 -0.4561 -0.1977 -0.5632 -0.3519 -0.5425 0.4958 0.2974 0.0648 0.2706 0.2828 0.2896 0.3400 0.2568 0.4119 0.6198 0.3299 0.2928 0.5358 0.3872 0.2322 0.3392 -0.1715

***

2.
Molecular formula: C29H35N3O4
Method: DFT, ωB97M-V/def2-TZVPD

## Properties
E_HOMO	-0.2961	Ha
ΔE to the lowest compared entry with this formula, charge and spin	46.78	kcal/mol
LUMO	0.01914	hartree
Kohn-Sham gap	8.6	eV
structure (SMILES)	CCOC(=O)N(C(C)=O)[C@H](/C=C/N1[C@H](Cc2ccccc2)C(=O)N(C)C12CCCC2)c1ccccc1

Structure (ORCA input):
```
! RIJCOSX wB97M-V def2-TZVPD def2/J DEFGRID3
* xyz 0 1
C -4.70 3.79 -0.43
C -3.30 4.34 -0.52
O -2.38 3.26 -0.84
C -1.15 3.81 -0.73
N -0.10 2.93 -1.06
C 1.16 3.59 -0.99
C 2.30 2.81 -0.39
O 1.33 4.77 -1.25
O -1.01 4.97 -0.36
H -5.41 4.62 -0.26
H -5.02 3.27 -1.34
H -4.82 3.10 0.41
H -3.22 5.10 -1.31
H -3.00 4.78 0.43
H 2.01 1.81 -0.06
H 3.06 2.77 -1.18
H 2.70 3.43 0.44
C -1.13 -4.29 2.17
N -1.17 -2.88 1.91
C -1.56 -2.03 2.93
O -2.04 -2.36 4.01
C -1.30 -0.61 2.45
C -0.26 0.15 3.27
C 1.11 -0.52 3.20
C 1.30 -1.68 3.95
C 2.47 -2.43 3.79
C 3.52 -1.93 3.01
C 3.38 -0.70 2.36
C 2.18 0.02 2.47
N -0.88 -0.82 1.09
C -0.83 0.26 0.29
C -0.34 0.25 -0.96
C -0.44 1.54 -1.75
C 0.38 1.41 -3.09
C 0.52 2.53 -3.92
C 1.38 2.46 -5.04
C 2.01 1.24 -5.34
C 1.76 0.09 -4.60
C 0.96 0.19 -3.47
C -0.65 -2.24 0.71
C 0.85 -2.60 0.44
C 0.83 -3.76 -0.54
C -0.55 -3.80 -1.22
C -1.44 -2.74 -0.55
H -1.80 -4.48 3.01
H -1.46 -4.86 1.30
H -0.12 -4.61 2.47
H -2.26 -0.07 2.47
H -0.21 1.18 2.90
H -0.60 0.15 4.32
H 0.54 -1.97 4.68
H 2.56 -3.40 4.29
H 4.47 -2.49 2.94
H 4.20 -0.30 1.76
H 2.08 1.01 2.01
H -1.19 1.19 0.74
H 0.10 -0.72 -1.30
H -1.54 1.80 -1.97
H -0.03 3.46 -3.68
H 1.49 3.35 -5.66
H 2.69 1.20 -6.21
H 2.12 -0.88 -4.89
H 0.76 -0.71 -2.89
H 1.38 -1.71 0.05
H 1.34 -2.87 1.38
H 1.69 -3.79 -1.23
H 0.88 -4.70 0.03
H -0.54 -3.80 -2.32
H -0.99 -4.78 -0.94
H -2.37 -3.21 -0.21
H -1.70 -1.89 -1.20
*
```

Mulliken atomic charges, in units of e: -1.2683 -0.2556 -0.3584 0.5287 0.5528 0.2865 -0.6138 -0.5732 -0.6207 0.4153 0.3098 0.2951 0.3175 0.3140 -0.2969 0.3167 0.3798 -1.0183 0.3648 -0.2091 -0.7140 0.3475 -1.4824 0.2499 -0.2144 -0.7114 -0.4050 -0.6083 -0.0449 0.2832 -0.3303 0.5813 0.9320 -0.2701 -0.1804 -0.7989 -0.4578 -0.7522 -0.4774 0.4596 -0.5473 -0.8920 -0.7498 -1.1078 0.4293 0.3179 0.2446 0.5454 0.5481 0.6264 0.4055 0.4181 0.3549 0.4007 0.3930 0.5338 -1.2959 0.4572 0.3905 0.3819 0.3601 0.4328 0.5447 0.3152 0.0000 0.4087 0.3484 0.3822 0.4160 0.4561 0.2087

***

3.
Molecular formula: C20H13Cl2N3O3Rh
Method: DFT, ωB97M-V/def2-TZVPD

## Properties
E_HOMO (alpha / beta)	-0.1364 / -0.1719	Ha
⟨S²⟩	6.062
LUMO (alpha / beta)	0.10169 / 0.06835	hartree
Kohn-Sham gap (alpha / beta)	6.5 / 6.5	eV

Structure (ORCA input):
```
! RIJCOSX wB97M-V def2-TZVPD def2/J DEFGRID3
* xyz -1 5
Rh -0.74 0.61 0.05
O 2.52 -2.78 -1.56
C 1.38 -3.53 -1.49
C 1.47 -4.94 -1.56
C 0.35 -5.76 -1.50
C -0.93 -5.21 -1.46
C -1.05 -3.82 -1.49
C 0.10 -3.00 -1.46
C -0.09 -1.61 -1.41
O -1.22 -1.20 -0.96
N 0.91 -0.79 -1.79
N 0.57 0.49 -1.46
C 0.89 1.49 -2.26
C 0.28 2.80 -2.25
C 0.93 3.84 -2.96
C 0.82 5.14 -2.53
C -0.10 5.46 -1.52
C -0.96 4.50 -1.02
C -0.77 3.15 -1.36
O -1.60 2.24 -0.89
H 2.20 -1.81 -1.61
H 2.44 -5.46 -1.67
H 0.47 -6.86 -1.50
H -1.84 -5.76 -1.38
H -2.02 -3.30 -1.50
H 1.70 1.29 -3.01
H 1.63 3.61 -3.80
H 1.33 5.99 -3.00
H -0.19 6.49 -1.11
H -1.76 4.78 -0.34
Cl -1.25 2.72 2.33
C -0.93 1.40 3.37
C -0.62 1.68 4.66
C -0.21 0.64 5.52
C -0.18 -0.66 5.06
C -0.55 -1.04 3.77
Cl -1.05 -2.63 3.32
C -0.71 0.05 2.83
N -0.66 -0.31 1.59
H -0.67 2.71 5.01
H 0.11 0.86 6.57
H 0.03 -1.49 5.76
*
```

Mulliken atomic charges, in units of e: 0.5411 -0.6818 0.0524 -0.4864 -0.3525 -0.6186 -0.5480 0.9293 1.0367 -0.7751 -1.1652 0.2672 -0.3721 0.3300 -0.7482 -0.4107 -0.3582 -0.3404 0.6661 -0.8905 0.5230 0.3342 0.3148 0.4029 0.3269 0.2610 0.2791 0.3189 0.2897 0.4134 -0.1354 0.0091 -0.3176 -0.4538 -0.3806 -0.1218 -0.1810 0.7269 -0.6296 0.3596 0.2767 0.3086

***

4.
Molecular formula: C22H18N11O4S3Sc
Method: DFT, ωB97M-V/def2-TZVPD

## Properties
E_HOMO	-0.2760	Ha
ΔE to the lowest compared entry with this formula, charge and spin	0.00	kcal/mol
LUMO	-0.03060	hartree
Kohn-Sham gap	6.7	eV

Structure (ORCA input):
```
! RIJCOSX wB97M-V def2-TZVPD def2/J DEFGRID3
* xyz 0 1
Sc -1.32 -0.21 1.33
S -3.70 -2.80 1.38
C -2.65 -3.35 0.09
C -2.36 -4.72 0.11
C -1.61 -5.30 -0.90
C -1.29 -6.70 -0.84
N -1.03 -7.81 -0.79
C -1.13 -4.49 -1.94
C -1.38 -3.13 -1.93
C -2.14 -2.52 -0.92
S -2.34 -0.79 -0.97
C -0.32 -5.05 -2.99
N 0.31 -5.49 -3.84
H -2.71 -5.32 0.93
H -0.98 -2.51 -2.72
S -0.51 2.15 0.58
C 0.97 1.65 -0.21
N 1.79 2.45 -0.81
N 1.51 3.73 -0.81
C 2.33 4.66 -1.45
C 1.96 6.00 -1.42
C 2.75 6.95 -2.05
C 3.91 6.57 -2.71
C 4.27 5.23 -2.73
C 3.49 4.27 -2.11
N 1.40 0.33 -0.30
N 0.72 -0.55 0.26
C 1.20 -1.88 -0.03
C 1.04 -2.87 0.93
C 1.47 -4.16 0.64
C 2.04 -4.46 -0.59
C 2.20 -3.45 -1.53
C 1.78 -2.16 -1.26
H 0.66 4.04 -0.35
H 1.05 6.30 -0.91
H 2.46 7.99 -2.02
H 4.53 7.31 -3.19
H 5.18 4.93 -3.24
H 3.77 3.23 -2.12
H 0.60 -2.65 1.89
H 1.35 -4.94 1.38
H 2.36 -5.47 -0.81
H 2.63 -3.68 -2.50
H 1.88 -1.37 -1.99
N -3.44 1.14 1.23
N -3.60 1.99 2.33
C -2.64 1.99 3.28
N -2.66 2.93 4.22
N -1.78 0.99 3.18
N -0.57 1.03 3.81
O 0.25 0.31 3.27
O -0.37 1.71 4.80
H -3.36 1.66 0.37
H -4.19 0.45 1.17
H -4.36 2.64 2.36
H -3.22 3.76 4.10
H -1.91 2.91 4.90
O -1.45 -1.92 2.36
O -2.83 -1.56 2.09
*
```

Mulliken atomic charges, in units of e: 0.0466 -0.1683 0.4387 -0.8169 0.4704 -0.1848 -0.5307 0.7476 -0.7762 0.3767 -0.3093 -0.1603 -0.5540 0.5601 0.4890 -0.4949 0.2583 -0.4368 0.3576 0.6133 -0.4712 -0.5012 -0.5418 -0.5172 -0.3283 -0.7583 0.9017 0.2250 -0.1411 -0.7395 -0.6610 -0.6690 -0.1587 0.1569 0.3299 0.3459 0.3721 0.3513 0.4043 0.3973 0.4323 0.4196 0.4247 0.5086 -0.2091 -0.3236 0.5575 -0.3739 -0.0651 1.2675 -0.5227 -0.7489 0.3278 0.2782 0.1485 0.1867 0.2293 -0.4389 -0.0218

***

5.
Molecular formula: C35H64F2N2O18S5
Method: DFT, ωB97M-V/def2-TZVPD

## Properties
E_HOMO	-0.3424	Ha
LUMO	-0.01859	hartree
Kohn-Sham gap	8.8	eV
structure (SMILES)	CCCCc1c(F)c(N=C(C)C)c(C[C@H]2CO2)c2c1C(=O)N(CCF)C2=O.CCOS(C)(=O)=O.CCOS(C)(=O)=O.CCOS(C)(=O)=O.CCOS(C)(=O)=O.CCOS(C)(=O)=O

Structure (ORCA input):
```
! RIJCOSX wB97M-V def2-TZVPD def2/J DEFGRID3
* xyz 0 1
C 5.40 0.15 3.25
C 4.16 0.11 4.17
C 3.65 1.51 4.60
C 3.68 2.45 3.36
C 2.86 3.72 3.54
C 2.86 4.51 4.68
F 3.63 4.11 5.72
C 2.14 5.68 4.83
N 2.20 6.47 6.00
C 1.30 6.23 6.87
C 1.44 6.96 8.21
C 0.08 5.34 6.71
C 1.34 6.11 3.75
C 0.55 7.40 3.86
C 1.61 8.59 3.72
C 2.83 8.28 2.83
O 1.70 9.19 2.46
C 1.30 5.35 2.61
C 2.06 4.17 2.51
C 1.83 3.58 1.11
O 2.44 2.71 0.53
N 0.77 4.34 0.63
C -0.30 3.72 -0.16
C -1.71 3.96 0.41
F -2.42 2.74 0.27
C 0.54 5.54 1.31
O -0.10 6.48 0.89
H 6.08 0.93 3.62
H 5.08 0.42 2.23
H 5.96 -0.79 3.23
H 4.33 -0.51 5.07
H 3.35 -0.38 3.60
H 2.58 1.40 4.85
H 4.21 1.91 5.45
H 4.69 2.75 3.07
H 3.25 1.88 2.52
H 2.50 7.17 8.40
H 1.08 6.27 8.99
H 0.86 7.89 8.21
H -0.24 5.04 7.72
H -0.75 5.92 6.30
H 0.26 4.41 6.16
H 0.14 7.55 4.87
H -0.17 7.55 3.06
H 1.79 9.21 4.61
H 2.67 7.60 2.00
H 3.75 8.83 2.99
H -0.14 2.63 -0.17
H -0.20 4.04 -1.20
H -2.27 4.67 -0.21
H -1.74 4.21 1.47
O -2.36 -1.95 -1.35
S -2.74 -0.87 -2.21
O -3.71 -1.03 -3.25
O -1.42 -0.22 -2.83
C -0.51 -1.09 -3.53
C -1.02 -1.46 -4.91
C -3.21 0.51 -1.22
H -0.30 -1.98 -2.94
H 0.43 -0.54 -3.62
H -1.91 -2.08 -4.85
H -0.26 -2.02 -5.46
H -1.28 -0.56 -5.48
H -2.46 0.66 -0.45
H -4.17 0.27 -0.76
H -3.31 1.38 -1.85
O 2.48 0.59 7.74
S 2.60 1.60 8.75
O 3.66 1.56 9.71
O 1.20 1.71 9.53
C 0.65 0.51 10.10
C 1.35 0.10 11.37
C 2.57 3.19 8.00
H 0.66 -0.29 9.36
H -0.40 0.74 10.32
H 2.38 -0.20 11.17
H 0.84 -0.73 11.84
H 1.40 0.94 12.08
H 1.74 3.23 7.30
H 3.50 3.32 7.49
H 2.46 3.94 8.78
O 2.85 -3.62 -5.85
S 3.47 -4.78 -6.41
O 4.48 -4.67 -7.42
O 2.34 -5.78 -6.92
C 1.35 -5.27 -7.84
C 1.89 -5.14 -9.25
C 4.09 -5.79 -5.11
H 0.94 -4.33 -7.48
H 0.53 -5.99 -7.84
H 2.65 -4.37 -9.31
H 1.09 -4.87 -9.94
H 2.35 -6.07 -9.58
H 3.31 -5.91 -4.36
H 4.95 -5.28 -4.68
H 4.38 -6.75 -5.52
O -2.69 -6.25 -12.19
S -2.52 -5.28 -11.16
O -1.43 -5.37 -10.23
O -3.88 -5.15 -10.34
C -4.46 -6.34 -9.78
C -3.73 -6.80 -8.54
C -2.53 -3.67 -11.87
H -4.50 -7.13 -10.53
H -5.49 -6.09 -9.53
H -2.72 -7.14 -8.77
H -4.26 -7.63 -8.07
H -3.64 -5.98 -7.82
H -3.37 -3.59 -12.54
H -1.59 -3.55 -12.41
H -2.59 -2.93 -11.07
O -6.16 -6.46 -3.00
S -6.05 -6.21 -1.60
O -7.18 -5.80 -0.83
O -4.85 -5.20 -1.34
C -4.86 -3.94 -2.04
C -5.85 -2.97 -1.43
C -5.32 -7.62 -0.82
H -5.05 -4.09 -3.10
H -3.85 -3.53 -1.95
H -6.87 -3.32 -1.57
H -5.76 -1.99 -1.89
H -5.69 -2.88 -0.35
H -4.44 -7.91 -1.38
H -6.06 -8.42 -0.83
H -5.07 -7.36 0.20
*
```

Here are the Mulliken charges for atoms 1 to 99, given in e: -1.0599 -0.7244 -0.1665 -0.9704 0.3757 1.2079 -0.4995 -0.1550 -0.6774 1.0171 -1.3950 -1.4554 0.5117 -1.2495 0.2223 -0.5608 -0.5033 -0.3277 0.5225 -0.0196 -0.6329 0.3401 -0.7452 -0.1857 -0.3296 0.0629 -0.6269 0.2681 0.2436 0.3719 0.4181 0.3501 0.2595 0.1957 0.3319 0.4116 0.3504 0.3718 0.3255 0.4113 0.3664 0.3446 0.2099 0.6116 0.4326 0.1685 0.3481 0.4889 0.2584 0.2896 0.2332 -0.6996 1.3584 -0.6245 -0.2559 -0.3914 -0.8419 -1.0637 0.3296 0.2826 0.2830 0.2613 0.2643 0.3094 0.4401 0.3328 -0.6472 1.2286 -0.6554 -0.2332 -0.3750 -0.9974 -0.7932 0.3311 0.2773 0.2993 0.3950 0.2627 -0.0767 0.4877 0.4561 -0.6041 1.2111 -0.6116 -0.2925 0.0353 -1.0044 -0.9525 0.0866 0.1702 0.3729 0.3280 0.2628 0.3092 0.3730 0.3226 -0.6605 1.1540 -0.4872

***

6.
Molecular formula: C10H30KO9P
Method: DFT, ωB97M-V/def2-TZVPD

## Properties
E_HOMO	-0.0017	Ha
ΔE to the lowest compared entry with this formula, charge and spin	19.78	kcal/mol
LUMO	0.14129	hartree
Kohn-Sham gap	3.9	eV

Structure (ORCA input):
```
! RIJCOSX wB97M-V def2-TZVPD def2/J DEFGRID3
* xyz -2 1
K -0.39 0.01 0.18
P -0.97 2.20 2.15
O 0.56 1.92 2.05
O -1.73 0.88 2.60
O -1.50 2.42 0.67
O -1.34 3.42 3.01
C -3.39 -3.03 2.72
C -3.94 -1.80 2.00
O -2.92 -1.11 1.32
H -2.81 -3.71 2.10
H -4.22 -3.59 3.17
H -2.73 -2.74 3.54
H -4.40 -1.15 2.76
H -4.73 -2.09 1.30
H -2.54 -0.45 1.98
C -1.82 1.50 -3.60
C -2.69 2.11 -2.53
O -2.71 1.29 -1.37
H -2.15 0.53 -3.99
H -0.81 1.40 -3.20
H -1.76 2.14 -4.50
H -3.71 2.31 -2.88
H -2.23 3.06 -2.25
H -2.34 1.81 -0.59
C 1.66 -4.00 -1.39
C 1.89 -2.53 -1.07
O 0.91 -1.68 -1.66
H 2.21 -4.62 -0.67
H 2.03 -4.27 -2.38
H 0.61 -4.29 -1.35
H 2.89 -2.22 -1.37
H 1.82 -2.44 0.02
H 1.18 -1.58 -2.58
C 2.38 3.42 -2.03
C 1.51 2.85 -0.93
O 0.18 3.30 -1.16
H 3.45 3.33 -1.84
H 2.13 4.48 -2.12
H 2.27 2.89 -2.98
H 1.83 3.15 0.06
H 1.46 1.75 -0.96
H -0.38 3.14 -0.32
C 3.86 -1.49 1.95
C 2.53 -0.80 2.19
O 2.29 0.18 1.20
H 3.98 -2.40 2.53
H 4.65 -0.82 2.30
H 4.01 -1.76 0.90
H 2.56 -0.28 3.16
H 1.67 -1.49 2.25
H 1.69 0.88 1.61
*
```

Mulliken atomic charges, in units of e: 0.7456 0.0372 -0.6746 -0.7859 -0.7332 -0.8903 -0.9733 -0.4061 -0.4036 0.2223 0.3585 0.2394 0.3062 0.2840 0.3673 -0.9072 -0.2140 -0.5510 0.2769 0.0970 0.3577 0.3123 0.1926 0.4539 -1.2316 0.2108 -0.3354 0.3461 0.3228 0.3142 0.3087 -0.0573 0.2051 -1.3327 0.6747 -0.5540 0.3515 0.3018 0.2813 0.3352 -0.3658 0.4137 -1.2760 -0.2057 -0.3958 0.3552 0.3485 0.2448 0.4452 0.2143 0.3687